No. 1
Molecular formula: C5H12N2O
Method: DFT, ωB97M-V/def2-TZVPD

Output
Frontier orbital gap: 9.9675 eV
Energy above the lowest of the compared OMol25 structures with the same formula, charge and spin: 277.7 kJ/mol
SMILES: CCN(C)CC(N)=O
Total energy: -382.39676 hartree

ORCA input file:
```
! wB97M-V def2-TZVPD RIJCOSX def2/J DEFGRID3
* xyz 0 1
C 2.16 -1.26 0.65
C 0.92 -1.04 1.52
N 0.09 -0.06 0.83
C -1.01 0.34 1.74
C -0.25 -0.63 -0.47
C -0.77 0.57 -1.36
N 0.24 1.52 -1.60
O -1.88 0.68 -1.76
H 2.58 -0.31 0.27
H 2.25 -2.06 -0.23
H 3.16 -1.71 0.96
H 0.43 -1.99 1.76
H 1.09 -0.77 2.68
H -1.76 0.87 1.21
H -1.36 -0.41 2.47
H -0.43 1.17 2.31
H -1.02 -1.44 -0.48
H 0.70 -0.89 -0.90
H -0.01 2.20 -2.19
H 0.87 1.75 -0.89
*
```

No. 2
Molecular formula: C5H12N2O
Method: DFT, ωB97M-V/def2-TZVPD

Output
Frontier orbital gap: 10.3229 eV
Energy above the lowest of the compared OMol25 structures with the same formula, charge and spin: 29.2 kJ/mol
SMILES: CC(C)CNC(N)=O
Total energy: -382.49140 hartree

ORCA input file:
```
! wB97M-V def2-TZVPD RIJCOSX def2/J DEFGRID3
* xyz 0 1
C -0.17 -0.41 -0.58
C 0.84 -0.68 0.55
C 1.95 0.37 0.47
C 1.42 -2.07 0.34
N -0.81 0.91 -0.44
C -2.15 0.93 -0.12
N -2.85 2.04 -0.49
O -2.70 0.03 0.49
H 0.33 -0.48 -1.55
H -0.97 -1.14 -0.53
H 0.35 -0.59 1.51
H 2.61 0.31 -0.40
H 2.65 0.27 1.31
H 1.58 1.40 0.54
H 2.41 -2.22 -0.09
H 0.75 -2.66 -0.30
H 1.47 -2.67 1.26
H -0.41 1.70 -0.91
H -2.47 2.92 -0.83
H -3.82 2.02 -0.20
*
```

No. 3
Molecular formula: C5H12N2O
Method: DFT, ωB97M-V/def2-TZVPD

Output
Frontier orbital gap: 9.7863 eV
Energy above the lowest of the compared OMol25 structures with the same formula, charge and spin: 303.5 kJ/mol
SMILES: [H]/N=C(\N)OC.C=CC
Total energy: -382.38692 hartree

ORCA input file:
```
! wB97M-V def2-TZVPD RIJCOSX def2/J DEFGRID3
* xyz 0 1
C -1.35 2.58 1.12
C -0.68 0.26 1.17
N -0.05 -0.53 2.11
O -0.35 1.62 1.41
N -1.71 -0.03 0.50
H -0.40 -1.47 2.23
H 0.39 -0.05 2.88
H -1.68 -0.85 -0.08
H -1.25 3.37 1.85
H -1.24 2.88 0.07
H -2.39 2.26 1.21
C 1.07 -1.99 -0.90
C 1.54 -0.69 -1.48
C 0.99 -0.11 -2.55
H 2.51 -0.35 -1.14
H 0.79 -1.78 0.13
H 1.88 -2.72 -0.85
H 0.17 -2.33 -1.39
H 0.19 -0.58 -3.10
H 1.59 0.52 -3.19
*
```

No. 4
Molecular formula: C5H12N2O
Method: DFT, ωB97M-V/def2-TZVPD

Output
Frontier orbital gap: 10.3727 eV
Energy above the lowest of the compared OMol25 structures with the same formula, charge and spin: 189.0 kJ/mol
SMILES: CCC(=O)NCCN
Total energy: -382.43054 hartree

ORCA input file:
```
! wB97M-V def2-TZVPD RIJCOSX def2/J DEFGRID3
* xyz 0 1
C 1.42 0.80 0.47
C 2.67 0.17 1.08
C 1.19 0.30 -0.88
N -0.03 0.08 -1.49
C -1.27 0.49 -0.82
C -1.70 -0.53 0.21
N -3.12 -1.05 0.02
O 2.20 0.10 -1.49
H 0.63 0.58 1.27
H 1.41 1.94 0.56
H 2.81 0.28 2.18
H 2.78 -0.90 0.91
H 3.67 0.53 0.67
H -0.13 -0.52 -2.28
H -0.97 1.43 -0.26
H -2.06 0.77 -1.47
H -1.91 0.06 1.15
H -0.94 -1.31 0.22
H -3.13 -1.64 -0.83
H -3.50 -1.59 0.78
*
```

No. 5
Molecular formula: C5H12N2O
Method: DFT, ωB97M-V/def2-TZVPD

Output
Frontier orbital gap: 9.4277 eV
Energy above the lowest of the compared OMol25 structures with the same formula, charge and spin: 242.1 kJ/mol
SMILES: CN[C@H](C=O)CCN
Total energy: -382.41034 hartree

ORCA input file:
```
! wB97M-V def2-TZVPD RIJCOSX def2/J DEFGRID3
* xyz 0 1
C -0.73 2.47 -0.50
N -1.10 1.07 -0.35
C -0.38 0.32 0.69
C -0.64 -1.18 0.57
C -0.04 -1.95 -0.62
N 1.42 -1.87 -0.77
C 1.08 0.67 0.99
O 1.77 0.07 1.76
H 0.23 2.56 -1.02
H -0.61 2.96 0.48
H -1.56 3.06 -0.88
H -1.18 0.60 -1.23
H -0.79 0.69 1.65
H -0.27 -1.71 1.45
H -1.71 -1.37 0.56
H -0.35 -1.41 -1.52
H -0.43 -2.96 -0.68
H 1.80 -0.96 -0.65
H 1.99 -2.62 -0.42
H 1.48 1.57 0.49
*
```

No. 6
Molecular formula: C5H12N2O
Method: DFT, ωB97M-V/def2-TZVPD

Output
Frontier orbital gap: 9.6781 eV
Energy above the lowest of the compared OMol25 structures with the same formula, charge and spin: 137.2 kJ/mol
SMILES: NCCCCNC=O
Total energy: -382.45026 hartree

ORCA input file:
```
! wB97M-V def2-TZVPD RIJCOSX def2/J DEFGRID3
* xyz 0 1
C -0.19 -0.43 0.64
N 0.43 -0.15 1.91
C 0.66 -1.11 2.83
O 0.46 -2.30 2.65
C 0.59 0.15 -0.55
C 0.00 1.43 -1.16
C -1.16 1.10 -2.12
N -0.69 0.85 -3.47
H -1.19 0.02 0.62
H -0.37 -1.47 0.44
H 0.69 0.80 2.11
H 1.04 -0.72 3.78
H 0.73 -0.62 -1.32
H 1.63 0.32 -0.26
H 0.84 1.91 -1.65
H -0.37 2.06 -0.36
H -1.68 0.27 -1.76
H -1.81 1.98 -2.18
H -0.74 -0.06 -3.87
H -0.14 1.57 -3.89
*
```

No. 7
Molecular formula: C5H12N2O
Method: DFT, ωB97M-V/def2-TZVPD

Output
Frontier orbital gap: 9.4816 eV
Energy above the lowest of the compared OMol25 structures with the same formula, charge and spin: 116.4 kJ/mol
SMILES: CCN(C)CC(N)=O
Total energy: -382.45820 hartree

ORCA input file:
```
! wB97M-V def2-TZVPD RIJCOSX def2/J DEFGRID3
* xyz 0 1
C -0.60 -1.71 1.63
C -0.88 -0.95 0.35
N -0.12 0.26 0.23
C -0.09 1.22 1.32
C -0.33 0.92 -1.06
C 0.69 0.51 -2.11
N 1.93 0.15 -1.69
O 0.46 0.74 -3.29
H -0.97 -1.17 2.48
H 0.46 -1.96 1.70
H -1.00 -2.73 1.58
H -0.69 -1.59 -0.52
H -1.97 -0.82 0.19
H 0.74 1.91 1.13
H -1.05 1.74 1.43
H 0.20 0.72 2.23
H -0.28 2.00 -1.02
H -1.29 0.68 -1.53
H 2.73 0.31 -2.27
H 2.06 -0.22 -0.77
*
```

No. 8
Molecular formula: C5H12N2O
Method: DFT, ωB97M-V/def2-TZVPD

Output
Frontier orbital gap: 10.2799 eV
Energy above the lowest of the compared OMol25 structures with the same formula, charge and spin: 280.3 kJ/mol
SMILES: NCCCCNC=O
Total energy: -382.39578 hartree

ORCA input file:
```
! wB97M-V def2-TZVPD RIJCOSX def2/J DEFGRID3
* xyz 0 1
C -0.11 -1.24 -0.63
N -0.06 -2.14 0.65
C 0.97 -3.11 0.75
O 1.78 -3.20 -0.18
C 0.66 0.03 -0.21
C -0.05 1.14 0.58
C -1.25 1.88 -0.03
N -0.77 2.85 -1.10
H -1.12 -0.87 -0.71
H 0.21 -1.95 -1.46
H -0.45 -1.70 1.41
H 1.07 -3.46 1.69
H 0.97 0.26 -1.19
H 1.63 -0.16 0.20
H 0.80 1.85 0.81
H -0.16 0.56 1.53
H -2.00 1.20 -0.45
H -1.84 2.43 0.79
H -0.17 2.17 -1.70
H -0.11 3.45 -0.74
*
```

No. 9
Molecular formula: C5H12N2O
Method: DFT, ωB97M-V/def2-TZVPD

Output
Frontier orbital gap: 10.2300 eV
Energy above the lowest of the compared OMol25 structures with the same formula, charge and spin: 137.1 kJ/mol
SMILES: CC(C)NC(=O)CN
Total energy: -382.45030 hartree

ORCA input file:
```
! wB97M-V def2-TZVPD RIJCOSX def2/J DEFGRID3
* xyz 0 1
N -0.86 -2.64 0.63
C 0.27 -1.92 1.22
C 0.69 -0.74 0.44
N -0.35 0.16 0.12
C -1.33 1.55 -1.56
C -0.06 1.30 -0.73
C 0.32 2.51 0.21
O 1.76 -0.56 -0.09
H -0.67 -3.58 0.32
H -1.24 -2.17 -0.19
H 0.00 -1.68 2.25
H 1.16 -2.56 1.28
H -1.17 -0.06 0.63
H -1.92 2.40 -1.19
H -1.98 0.70 -1.74
H -1.05 1.91 -2.55
H 0.75 1.21 -1.45
H -0.09 3.43 -0.20
H 0.00 2.30 1.22
H 1.41 2.58 0.14
*
```

No. 10
Molecular formula: C5H12N2O
Method: DFT, ωB97M-V/def2-TZVPD

Output
Frontier orbital gap (spin up / spin down): 8.4362 / 8.4377 eV
Energy above the lowest of the compared OMol25 structures with the same formula, charge and spin: 473.0 kJ/mol
Total energy: -382.32238 hartree

ORCA input file:
```
! wB97M-V def2-TZVPD RIJCOSX def2/J DEFGRID3
* xyz 0 1
C -0.33 -0.40 0.66
C -0.47 -1.38 1.79
C -1.61 0.21 0.16
H 0.49 1.11 1.74
H 0.19 1.86 1.95
H -0.82 -2.34 1.43
H -1.16 -1.01 2.54
H 0.52 -1.57 2.22
H -1.79 -0.03 -0.88
H -2.45 -0.16 0.74
H -1.60 1.30 0.28
C 0.45 1.35 -1.73
C 1.12 0.07 -1.38
N 0.70 -0.72 -0.20
N 2.01 -0.40 -2.12
O 1.54 -1.62 0.10
H 2.35 -1.31 -1.80
H 0.31 1.98 -0.85
H 1.09 1.87 -2.44
H -0.51 1.19 -2.21
*
```

No. 11
Molecular formula: C5H12N2O
Method: DFT, ωB97M-V/def2-TZVPD

Output
Frontier orbital gap: 8.4081 eV
Energy above the lowest of the compared OMol25 structures with the same formula, charge and spin: 235.4 kJ/mol
SMILES: CC/C(N)=C/N.C=O
Total energy: -382.41288 hartree

ORCA input file:
```
! wB97M-V def2-TZVPD RIJCOSX def2/J DEFGRID3
* xyz 0 1
C -0.23 4.43 0.36
O -1.04 3.55 0.24
C 1.26 0.50 -0.90
C 1.08 -0.38 0.35
C 0.10 -1.49 0.17
C -1.17 -1.35 0.52
N -2.12 -2.38 0.24
N 0.56 -2.58 -0.54
H 0.81 4.22 0.68
H -0.47 5.48 0.16
H 1.54 1.51 -0.59
H 0.32 0.51 -1.45
H 2.05 -0.79 0.65
H 0.77 0.25 1.19
H -1.51 -0.48 1.06
H -2.67 -2.24 -0.60
H -2.73 -2.57 1.02
H -0.08 -3.36 -0.63
H 2.01 0.07 -1.58
H 1.50 -2.88 -0.37
*
```

No. 12
Molecular formula: C5H12N2O
Method: DFT, ωB97M-V/def2-TZVPD

Output
Frontier orbital gap: 9.7156 eV
Energy above the lowest of the compared OMol25 structures with the same formula, charge and spin: 210.1 kJ/mol
SMILES: CC(=O)N[C@H](C)CN
Total energy: -382.42250 hartree

ORCA input file:
```
! wB97M-V def2-TZVPD RIJCOSX def2/J DEFGRID3
* xyz 0 1
C 2.88 -0.39 0.52
C 1.66 0.35 0.12
N 0.54 -0.47 -0.17
C -1.40 -0.70 1.29
C -0.78 0.15 0.19
C -1.85 0.41 -0.90
N -1.41 1.37 -1.90
O 1.56 1.53 -0.10
H 3.09 -0.56 1.59
H 3.19 -1.32 0.02
H 3.80 0.13 0.14
H 0.61 -1.47 -0.23
H -1.35 -0.42 2.37
H -2.26 -1.29 1.06
H -0.62 -1.52 1.46
H -0.57 1.18 0.60
H -2.69 0.90 -0.36
H -2.42 -0.52 -1.16
H -0.46 1.67 -1.71
H -1.52 0.98 -2.82
*
```